{"formula": "C2H8O2", "method": "ωB97M-V with the def2-TZVPD basis set", "orbital_gap_ev": [10.2, 3.9], "total_charge": 1, "spin_multiplicity": 2, "e_homo_ev": [-14.094, -14.094], "energy_ev": -6287.7033, "lumo_ha": [-0.14455, -0.37596], "species": ["C", "O", "C", "H", "H", "H", "H", "H", "H", "H", "H", "O"], "xyz": [[-1.2411, -0.7567, 0.7706], [0.0635, -0.5905, 0.5238], [-2.1968, -0.1077, -0.2615], [-1.4565, -1.7631, 1.1490], [-1.6358, -0.2558, 1.7189], [0.0862, 0.3867, 0.3433], [-2.3953, 0.9598, -0.1618], [-1.7329, -0.3148, -1.2283], [-3.1228, -0.6780, -0.2702], [4.7872, 1.7643, -1.0206], [4.6007, 0.3821, -0.4460], [4.2436, 0.9737, -1.1173]], "lowdin_charge": [-0.21, 0.24, 0.03, 0.17, 0.24, 0.19, 0.11, 0.11, 0.12, 0.04, 0.03, -0.07]}



{"formula": "C2H8O3", "method": "ωB97M-V with the def2-TZVPD basis set", "orbital_gap_ev": 11.0, "smiles": "CC=O.O.O", "e_homo_ev": -10.208, "energy_ev": -8345.7738, "lumo_ha": 0.02936, "species": ["O", "C", "C", "H", "H", "H", "H", "H", "H", "O", "H", "H", "O"], "xyz": [[-0.2812, -0.9963, 0.9042], [-0.6848, 0.1404, 0.9697], [-1.2503, 0.8824, -0.2048], [-0.6134, 0.7307, 1.8961], [-2.1504, 1.3813, 0.1709], [-0.6264, 1.6964, -0.5665], [-1.4818, 0.2212, -1.0346], [0.8667, -2.7756, -1.4279], [-0.2747, -1.7978, -1.2923], [0.4936, -1.9852, -1.8445], [1.5730, 0.1691, 0.7458], [2.6918, 1.2183, 0.8570], [1.7379, 1.1152, 0.8268]], "lowdin_charge": [0.02, -0.33, -0.04, 0.12, 0.08, 0.09, 0.08, 0.04, 0.00, -0.07, 0.02, 0.05, -0.05]}



{"formula": "C2H8O5P2", "method": "ωB97M-V with the def2-TZVPD basis set", "orbital_gap_ev": 10.1, "smiles": "CCP(O)OP(=O)(O)O", "e_homo_ev": -9.450, "energy_ev": -31022.3962, "lumo_ha": 0.02455, "species": ["C", "C", "O", "O", "O", "O", "O", "P", "P", "H", "H", "H", "H", "H", "H", "H", "H"], "xyz": [[1.3041, 0.4390, 0.0737], [0.9793, -1.0196, 0.5352], [-2.6621, 1.3059, -1.2843], [-1.3445, -0.6585, -0.7196], [-3.7799, -0.3405, 0.3425], [-1.8064, 0.9425, 1.1554], [-0.5504, -3.0425, 0.1147], [-0.0165, -1.7664, -0.8172], [-2.5029, 0.2155, -0.1493], [1.7902, 0.9875, 0.9641], [2.0167, 0.4235, -0.7174], [0.3571, 1.0105, -0.1806], [0.1600, -1.0201, 1.2101], [1.8801, -1.5975, 0.8559], [-3.5837, 1.4142, -1.3870], [-1.1130, -3.7641, -0.0542], [-1.8564, 0.3555, 1.8473]], "lowdin_charge": [-0.16, -0.38, -0.06, -0.43, -0.26, -0.10, -0.28, 0.92, 0.30, 0.10, 0.04, 0.06, 0.03, 0.10, 0.06, 0.03, 0.02]}



{"formula": "C2H8OP4", "method": "ωB97M-V with the def2-TZVPD basis set", "orbital_gap_ev": [6.5, 5.7], "spin_multiplicity": 3, "e_homo_ev": [-6.054, -8.376], "energy_ev": -41401.0488, "lumo_ha": [0.01814, -0.09689], "species": ["C", "C", "O", "P", "P", "P", "P", "H", "H", "H", "H", "H", "H", "H", "H"], "xyz": [[-0.4765, 0.7399, 0.3343], [-1.4189, 1.7481, -0.2977], [0.1546, 0.9775, 1.3620], [2.9101, -0.0399, -0.4132], [-1.7989, -1.9287, 0.3576], [1.5742, -1.2845, 0.8145], [-0.1194, -0.9038, -0.5086], [-1.1648, 1.8971, -1.3289], [-1.2896, 2.6528, 0.3425], [-2.3651, 1.3164, -0.3842], [2.4721, 1.0960, 0.3554], [4.3048, -0.1598, 0.0944], [-2.7567, -0.8306, 0.0560], [-1.8953, -2.7940, -0.8827], [1.8694, -2.4865, 0.0986]], "lowdin_charge": [-0.84, -0.08, -0.06, 0.40, 0.46, 0.27, 0.37, 0.06, 0.10, 0.02, -0.16, -0.13, -0.12, -0.12, -0.16]}



{"formula": "C2H8OS", "method": "ωB97M-V with the def2-TZVPD basis set", "orbital_gap_ev": 9.7, "e_homo_ev": -9.246, "energy_ev": -15081.9741, "lumo_ha": 0.01843, "species": ["O", "H", "H", "H", "C", "C", "S", "H", "H", "H", "H", "H"], "xyz": [[-2.0572, -0.9454, 1.3820], [-1.3868, -0.3151, 1.6410], [-1.7935, -0.5673, 0.4299], [-3.1755, 0.9749, -0.0631], [1.0842, 0.3384, 0.2053], [1.9304, -0.3574, -0.7449], [0.2095, -0.5671, -1.2800], [1.1769, 1.5182, -0.0381], [-2.4268, 1.0394, -0.5427], [1.1579, -0.4601, 1.1294], [2.7031, -1.1266, -0.8347], [2.5779, 0.4682, -1.2840]], "lowdin_charge": [-0.16, -0.02, -0.03, 0.08, -0.41, -0.65, 0.69, 0.13, 0.04, 0.14, 0.07, 0.10]}



{"formula": "C2H8OS", "method": "ωB97M-V with the def2-TZVPD basis set", "orbital_gap_ev": 10.2, "smiles": "CO.CS", "e_homo_ev": -9.438, "energy_ev": -15085.4026, "lumo_ha": 0.02667, "species": ["C", "S", "H", "H", "H", "H", "C", "O", "H", "H", "H", "H"], "xyz": [[-1.8632, 0.5295, -0.3494], [-0.8745, -0.4390, -1.6576], [-2.2775, 1.2621, -1.0316], [-1.0435, 0.9026, 0.2514], [-2.6187, -0.0539, 0.1540], [-1.5845, -1.5707, -1.6311], [1.8266, -0.3417, 0.9857], [1.5910, 0.8859, 0.2548], [2.9053, -0.5244, 1.0126], [1.3963, -1.1905, 0.4809], [1.5297, -0.0818, 2.0001], [1.0128, 0.6221, -0.4698]], "lowdin_charge": [-0.36, 0.63, 0.01, 0.00, 0.03, -0.17, -0.14, -0.17, 0.07, 0.06, 0.08, -0.03]}



Repeat the second record exactly.
{"formula": "C2H8O3", "method": "ωB97M-V with the def2-TZVPD basis set", "orbital_gap_ev": 11.0, "smiles": "CC=O.O.O", "e_homo_ev": -10.208, "energy_ev": -8345.7738, "lumo_ha": 0.02936, "species": ["O", "C", "C", "H", "H", "H", "H", "H", "H", "O", "H", "H", "O"], "xyz": [[-0.2812, -0.9963, 0.9042], [-0.6848, 0.1404, 0.9697], [-1.2503, 0.8824, -0.2048], [-0.6134, 0.7307, 1.8961], [-2.1504, 1.3813, 0.1709], [-0.6264, 1.6964, -0.5665], [-1.4818, 0.2212, -1.0346], [0.8667, -2.7756, -1.4279], [-0.2747, -1.7978, -1.2923], [0.4936, -1.9852, -1.8445], [1.5730, 0.1691, 0.7458], [2.6918, 1.2183, 0.8570], [1.7379, 1.1152, 0.8268]], "lowdin_charge": [0.02, -0.33, -0.04, 0.12, 0.08, 0.09, 0.08, 0.04, 0.00, -0.07, 0.02, 0.05, -0.05]}



Number 4 is which compound?
C2H8OP4